[1]
Computed, not measured: a molecular structure, C11H34N8O5Rb, with the ωB97M-V functional and the def2-TZVPD basis.

Structure (XYZ):
```
59
C11H34N8O5Rb, DFT the ωB97M-V functional and the def2-TZVPD basis
Rb 10.133 13.434 -21.878
C 10.786 14.731 -25.632
O 10.253 14.264 -24.590
N 11.355 13.974 -26.473
N 10.897 16.027 -25.970
H 11.375 14.224 -27.451
H 11.385 13.006 -26.186
H 11.286 16.346 -26.846
H 10.563 16.738 -25.336
C 6.562 13.432 -20.858
O 7.735 13.666 -20.632
N 5.730 12.846 -20.124
N 5.897 13.964 -21.881
H 5.967 12.670 -19.158
H 4.762 12.892 -20.408
H 6.396 14.523 -22.559
H 4.899 13.814 -21.851
C 9.813 16.241 -19.342
O 10.592 15.330 -19.626
N 9.969 17.428 -18.974
N 8.468 16.011 -19.261
H 10.903 17.757 -18.775
H 9.203 18.084 -18.921
H 8.217 15.123 -19.672
H 7.781 16.686 -18.957
C 7.371 9.001 -18.123
C 8.240 9.727 -19.145
C 9.209 10.803 -18.552
O 9.872 11.630 -19.536
C 11.142 12.123 -19.053
N 8.973 8.753 -19.891
H 6.808 9.800 -17.640
H 7.693 8.294 -17.358
H 6.585 8.398 -18.577
H 7.629 10.313 -19.831
H 10.003 10.312 -17.991
H 8.777 11.487 -17.821
H 11.658 11.359 -18.470
H 10.934 12.877 -18.294
H 11.606 12.513 -19.958
H 9.710 9.209 -20.409
H 9.421 8.129 -19.236
C 6.812 17.468 -23.224
C 8.241 17.099 -23.548
C 9.450 17.930 -22.907
O 9.276 19.398 -22.873
C 10.016 20.221 -22.039
N 8.340 15.671 -23.206
H 6.148 16.873 -23.851
H 6.687 18.551 -23.233
H 6.570 17.099 -22.227
H 8.532 17.208 -24.593
H 10.383 17.551 -23.324
H 9.486 17.800 -21.825
H 9.764 20.073 -20.989
H 9.811 21.236 -22.380
H 11.102 20.149 -22.090
H 7.468 15.337 -23.592
H 8.973 15.302 -23.901
```

Computed properties:
- net charge = +2
- DFT total energy (eV) = -34756.4235
- max |F| (hartree/bohr) = 0.1489
- orbital gap (spin up / spin down) (eV) = 8.349 / 2.578
- multiplicity = 2
- energy above the lowest of the compared OMol25 structures with the same formula, charge and spin (kcal/mol) = 29.9
- expectation value of S² = 0.76
- E_HOMO (spin up / spin down) (eV) = -13.584 / -13.584

[2]
Computed, not measured: 2 unconnected molecules or ions with the total composition C8H10N4OS, with the ωB97M-V functional and the def2-TZVPD basis.

Structure (XYZ):
```
24
C8H10N4OS, DFT the ωB97M-V functional and the def2-TZVPD basis
C -2.330 1.978 -2.072
C -1.503 2.706 -1.262
C -2.250 0.589 -2.011
C -0.755 2.084 -0.259
C -1.554 -0.058 -0.985
C -0.867 0.708 -0.033
C -0.325 -1.040 1.763
C 2.936 -2.541 0.554
N 0.554 -1.055 2.704
N 1.395 -0.072 2.710
N 0.950 0.732 1.586
N -0.139 0.133 1.003
O 1.083 -0.831 -0.697
S 1.311 -2.332 -0.448
H -3.129 2.406 -2.743
H -1.359 3.789 -1.345
H -2.913 0.122 -2.703
H -0.099 2.678 0.334
H -1.495 -1.115 -0.820
H -1.027 -1.813 1.637
H 3.119 -3.508 0.052
H 2.792 -2.768 1.583
H 3.852 -1.956 0.361
H 1.753 1.163 1.091
```

Computed properties:
- net charge = 0
- DFT total energy (eV) = -27295.7378
- max |F| (hartree/bohr) = 0.0585
- orbital gap (spin up / spin down) (eV) = 8.380 / 5.609
- multiplicity = 1
- energy above the lowest of the compared OMol25 structures with the same formula, charge and spin (kcal/mol) = 98.6
- E_HOMO (spin up / spin down) (eV) = -8.476 / -6.562

[3]
Computed, not measured: a molecular structure, C15H22FNO3, with the ωB97M-V functional and the def2-TZVPD basis.

Structure (XYZ):
```
42
C15H22FNO3, DFT the ωB97M-V functional and the def2-TZVPD basis
F 8.833 -0.093 -0.269
C 7.603 -0.263 -0.198
C 7.131 -1.336 0.338
C 5.667 -1.615 0.497
C 4.753 -0.753 -0.026
C 5.175 0.506 -0.382
C 6.507 0.628 -0.428
H 6.977 1.678 -1.151
H 4.520 1.412 -0.846
O 3.447 -0.885 0.323
C 2.394 0.326 -0.028
C 0.968 -0.368 0.170
O 0.032 0.118 -0.341
C -0.240 1.582 0.514
C -1.623 2.041 -0.127
N -2.864 1.406 0.681
H -2.754 1.368 1.620
C -3.025 -0.009 0.277
H -2.821 0.075 -0.955
C -4.403 -0.379 0.784
C -5.547 0.303 -0.157
H -5.309 1.406 -0.191
C -5.761 -0.498 -1.202
H -6.827 -0.476 -1.483
C -5.495 -1.818 -0.890
H -5.010 -2.687 -1.377
O -4.527 -1.994 0.383
H -6.375 -2.241 -0.242
H -5.121 -0.444 -1.945
H -6.354 0.326 0.636
H -4.427 -0.184 1.704
H -2.264 -0.657 0.493
H -1.620 3.161 0.272
H -1.676 1.823 -1.108
H -0.330 1.228 1.563
H 0.568 2.441 0.329
H 1.021 -1.433 -0.386
H 0.982 -0.584 1.625
H 2.594 1.104 0.528
H 2.396 0.467 -1.027
H 5.283 -2.558 1.115
H 7.523 -2.125 0.907
```

Computed properties:
- net charge = 0
- DFT total energy (eV) = -26246.6624
- max |F| (hartree/bohr) = 0.3126
- orbital gap (eV) = 8.808
- multiplicity = 1
- energy above the lowest of the compared OMol25 structures with the same formula, charge and spin (kcal/mol) = 349.0
- E_HOMO (eV) = -8.317

[4]
Computed, not measured: a single C18H26N2O2 molecule, with the ωB97M-V functional and the def2-TZVPD basis.

Structure (XYZ):
```
48
C18H26N2O2, DFT the ωB97M-V functional and the def2-TZVPD basis
C 3.496 0.737 -1.820
C 2.153 0.424 -1.173
C 1.977 0.139 0.193
C 3.091 -0.037 1.182
O 2.867 0.238 2.367
O 4.303 -0.434 0.711
C 0.524 0.057 0.618
N 0.170 1.289 1.291
C -0.019 2.552 0.509
C -0.917 2.411 -0.691
C -2.139 1.653 -0.695
C -2.953 1.582 -1.833
C -2.549 2.242 -3.009
N -3.361 2.165 -4.107
C -1.381 3.022 -3.047
C -0.588 3.094 -1.900
C 0.222 -1.120 1.599
C -1.333 -1.309 1.725
C -1.794 -2.566 2.503
C -1.171 -3.800 1.851
C 0.344 -3.629 1.849
C 0.799 -2.423 1.022
H 3.996 1.606 -1.383
H 3.301 0.929 -2.886
H 4.195 -0.120 -1.778
H 1.291 0.541 -1.826
H 4.798 -0.408 1.540
H -0.110 -0.105 -0.252
H 0.790 1.436 2.088
H -0.437 3.270 1.191
H 0.977 2.944 0.255
H -2.410 1.118 0.225
H -3.838 0.930 -1.742
H -4.245 1.646 -4.009
H -2.884 2.097 -5.028
H -1.046 3.539 -3.913
H 0.310 3.713 -1.910
H 0.637 -0.940 2.607
H -1.774 -1.334 0.729
H -1.774 -0.428 2.223
H -1.497 -2.461 3.561
H -2.861 -2.650 2.479
H -1.577 -3.888 0.843
H -1.486 -4.687 2.399
H 0.692 -3.529 2.868
H 0.837 -4.557 1.490
H 0.481 -2.527 -0.015
H 1.894 -2.420 1.098
```

Computed properties:
- net charge = 0
- DFT total energy (eV) = -26163.0219
- max |F| (hartree/bohr) = 0.0876
- orbital gap (eV) = 8.324
- multiplicity = 1
- energy above the lowest of the compared OMol25 structures with the same formula, charge and spin (kcal/mol) = 50.1
- E_HOMO (eV) = -7.737

[5]
Computed, not measured: a molecular structure, C24H33Cl5N2OPdSi, with the ωB97M-V functional and the def2-TZVPD basis.

Structure (XYZ):
```
67
C24H33Cl5N2OPdSi, DFT the ωB97M-V functional and the def2-TZVPD basis
Pd -0.378 0.980 0.199
Cl 0.105 4.016 1.209
C -0.973 3.106 2.237
C -1.246 1.789 1.897
C -2.084 1.094 2.755
Cl -2.444 -0.584 2.376
C -2.656 1.668 3.892
Cl -3.707 0.754 4.906
C -2.370 2.995 4.194
Cl -3.063 3.742 5.580
C -1.515 3.722 3.359
Cl -1.145 5.362 3.723
C 1.806 -3.271 -1.147
C 0.821 -2.090 -1.143
C -0.516 -2.532 -0.520
C 0.501 -1.725 -2.597
Si 1.529 -0.565 -0.179
C 2.186 -1.005 1.581
C 3.606 -1.597 1.519
C 1.271 -2.015 2.286
C 2.198 0.248 2.475
C 2.775 0.482 -1.220
C 2.017 1.307 -2.276
C 3.504 1.502 -0.335
C 3.817 -0.406 -1.921
H 1.385 -4.099 -1.730
H 2.005 -3.649 -0.147
H 2.762 -3.002 -1.601
H -0.926 -3.368 -1.098
H -1.249 -1.721 -0.544
H -0.416 -2.858 0.512
H 0.024 -2.584 -3.083
H 1.390 -1.477 -3.174
H -0.198 -0.889 -2.654
H 3.645 -2.502 0.911
H 3.935 -1.866 2.530
H 4.334 -0.891 1.123
H 1.258 -2.986 1.797
H 0.248 -1.646 2.360
H 1.640 -2.170 3.306
H 2.878 1.019 2.120
H 2.514 -0.033 3.487
H 1.200 0.688 2.548
H 1.322 2.002 -1.792
H 1.457 0.688 -2.974
H 2.731 1.901 -2.858
H 2.802 2.140 0.206
H 4.117 2.150 -0.973
H 4.172 1.031 0.383
H 3.367 -1.078 -2.649
H 4.381 -1.011 -1.210
H 4.536 0.224 -2.460
N -5.628 -0.255 0.221
C -5.597 0.098 -1.089
O -6.572 0.044 -1.810
C -4.274 0.569 -1.634
C -4.109 0.645 -3.009
C -2.892 1.063 -3.516
C -1.872 1.373 -2.630
N -2.024 1.315 -1.305
C -3.216 0.940 -0.829
H -6.504 -0.591 0.583
H -4.808 -0.350 0.795
H -4.937 0.372 -3.650
H -2.724 1.140 -4.581
H -0.897 1.688 -2.983
H -3.304 0.957 0.248
```

Computed properties:
- net charge = 0
- DFT total energy (eV) = -104420.9621
- max |F| (hartree/bohr) = 0.0052
- orbital gap (spin up / spin down) (eV) = 7.319 / 7.549
- multiplicity = 3
- expectation value of S² = 2.00
- E_HOMO (spin up / spin down) (eV) = -7.426 / -8.839

[6]
Computed, not measured: a molecular structure, C23H23CoN2O3Si, with the ωB97M-V functional and the def2-TZVPD basis.

Structure (XYZ):
```
53
C23H23CoN2O3Si, DFT the ωB97M-V functional and the def2-TZVPD basis
Co 0.109 0.489 0.053
C -3.884 -0.870 0.403
O -4.486 0.423 0.384
C -3.867 1.442 -0.293
C -4.716 2.378 -0.849
C -4.219 3.508 -1.501
C -2.860 3.683 -1.599
C -1.964 2.747 -1.056
C -0.560 3.020 -1.159
N 0.359 2.209 -0.766
N 1.672 2.582 -0.909
C 2.429 1.628 -0.425
O 1.955 0.557 0.125
C 3.894 1.759 -0.514
C 4.693 0.631 -0.341
C 6.073 0.727 -0.433
C 6.673 1.953 -0.687
C 5.880 3.082 -0.856
C 4.501 2.987 -0.774
C -2.459 1.590 -0.377
O -1.684 0.720 0.196
H -4.679 -1.561 0.685
H -3.071 -0.934 1.120
H -3.502 -1.143 -0.584
H -5.780 2.204 -0.755
H -4.900 4.233 -1.928
H -2.456 4.557 -2.097
H -0.234 3.963 -1.600
H 4.209 -0.315 -0.136
H 6.682 -0.159 -0.307
H 7.752 2.029 -0.750
H 6.343 4.041 -1.052
H 3.869 3.853 -0.914
C 1.852 -2.705 -0.210
Si 0.168 -1.797 -0.221
C -0.690 -2.547 -1.758
C -0.732 -2.564 1.297
C -0.462 -2.077 2.579
C -1.150 -2.538 3.692
C -2.142 -3.501 3.550
C -2.425 -4.005 2.289
C -1.724 -3.541 1.182
H 1.706 -3.789 -0.200
H 2.432 -2.428 0.674
H 2.448 -2.448 -1.091
H -0.664 -3.642 -1.745
H -0.169 -2.211 -2.658
H -1.732 -2.227 -1.842
H 0.294 -1.307 2.702
H -0.927 -2.136 4.674
H -2.695 -3.849 4.415
H -3.198 -4.756 2.166
H -1.960 -3.942 0.201
```

Computed properties:
- net charge = -1
- DFT total energy (eV) = -78853.6701
- max |F| (hartree/bohr) = 0.0240
- orbital gap (spin up / spin down) (eV) = 7.290 / 7.402
- multiplicity = 2
- expectation value of S² = 0.77
- E_HOMO (spin up / spin down) (eV) = -4.298 / -4.408

[7]
Computed, not measured: a single C3H6O2 molecule, with the ωB97M-V functional and the def2-TZVPD basis.

Structure (XYZ):
```
11
C3H6O2, DFT the ωB97M-V functional and the def2-TZVPD basis
C 0.249 1.388 -0.177
O -0.909 0.590 -0.362
C -0.644 -0.790 -0.447
C 0.243 -1.155 0.730
O 1.322 -1.690 0.648
H 1.101 0.806 0.193
H 0.005 2.146 0.572
H 0.566 1.866 -1.111
H -1.613 -1.297 -0.354
H -0.166 -1.092 -1.390
H -0.155 -0.772 1.696
```

Computed properties:
- net charge = 0
- DFT total energy (eV) = -7301.8497
- max |F| (hartree/bohr) = 0.0118
- orbital gap (eV) = 10.798
- multiplicity = 1
- energy above the lowest of the compared OMol25 structures with the same formula, charge and spin (kcal/mol) = 42.2
- E_HOMO (eV) = -9.889

[8]
Computed, not measured: a single C4H12N2O molecule, with the ωB97M-V functional and the def2-TZVPD basis.

Structure (XYZ):
```
19
C4H12N2O, DFT the ωB97M-V functional and the def2-TZVPD basis
C 1.726 1.167 -0.159
N 1.061 -0.089 -0.475
C -0.363 -0.419 0.021
C -0.675 0.157 1.388
C -0.496 -1.938 -0.026
N -1.109 0.108 -1.108
O -1.320 1.552 -0.950
H 2.014 1.692 -1.075
H 1.100 1.892 0.355
H 2.592 0.992 0.480
H 1.618 -0.809 -0.924
H 0.032 -0.221 2.125
H -0.635 1.243 1.375
H -1.686 -0.141 1.662
H 0.182 -2.397 0.693
H -1.524 -2.211 0.198
H -0.260 -2.322 -1.018
H 0.023 0.111 -1.640
H -2.280 1.632 -0.924
```

Computed properties:
- net charge = 0
- DFT total energy (eV) = -9366.8762
- max |F| (hartree/bohr) = 0.0777
- orbital gap (eV) = 8.939
- multiplicity = 1
- energy above the lowest of the compared OMol25 structures with the same formula, charge and spin (kcal/mol) = 99.6
- E_HOMO (eV) = -7.947

- Look up the multiplicity of the fourth one.
  1

- Which of these has the highest multiplicity?
  C24H33Cl5N2OPdSi